(1)
Here is a structure of composition C18H26CoF3NP2 in a non-equilibrium geometry from the Open Molecules 2025 dataset. Energies are from wB97M-V/def2-TZVPD.

CARTESIAN COORDINATES (ANGSTROEM)
Co: -0.91656 -0.79625 1.18777
C: -3.06028 -0.80569 2.18612
C: -3.38464 -1.23816 0.88696
C: -2.85127 -2.43443 0.39268
C: -1.91869 -3.14836 1.14785
C: -1.58711 -2.72279 2.44655
C: -2.20579 -1.58336 2.98936
H: -3.59772 0.02996 2.61831
H: -4.15318 -0.71553 0.33007
H: -3.20346 -2.83453 -0.54758
H: -1.53511 -4.09096 0.78500
H: -0.98786 -3.36607 3.07938
H: -2.11215 -1.37381 4.04733
C: 0.52376 3.38667 -1.66694
P: 1.52839 1.93572 -1.22625
C: 2.94814 1.83345 -2.35148
C: 2.22026 2.11443 0.48536
C: 1.22902 2.28652 1.62810
P: 0.37302 0.80406 2.38556
C: 1.65988 0.01890 3.42162
C: -0.68184 1.68053 3.59117
H: 1.17069 4.27050 -1.67305
H: -0.30578 3.55500 -0.98372
H: 0.12298 3.26762 -2.67328
H: 3.56808 2.72325 -2.19876
H: 2.63311 1.81420 -3.39795
H: 3.56068 0.95331 -2.15563
H: 2.82589 3.03174 0.42488
H: 2.91743 1.29404 0.67356
H: 0.44843 3.00544 1.35815
H: 1.78775 2.71442 2.47022
H: 2.15253 0.78470 4.02578
H: 2.41043 -0.50576 2.83030
H: 1.19496 -0.70206 4.09568
H: -0.11045 2.48545 4.05802
H: -1.00970 0.99843 4.37325
H: -1.56143 2.11284 3.11459
F: 1.51253 -1.36277 -5.23810
C: 0.31784 -1.89542 -4.93926
F: -0.59048 -1.32735 -5.71811
F: 0.35764 -3.19422 -5.17946
C: 0.03969 -1.61185 -3.46051
C: 0.86705 -2.15157 -2.48281
C: 0.61388 -1.82491 -1.15872
N: -0.37138 -0.99697 -0.79292
C: -1.15357 -0.46886 -1.74369
C: -0.98960 -0.75645 -3.08827
H: 1.67867 -2.81846 -2.73608
H: 1.22639 -2.23686 -0.36630
H: -1.94379 0.20057 -1.42553
H: -1.65726 -0.33834 -3.82922

Cartesian forces (eV/Å) of the 3 atoms listed first:
-0.3 -0.3 -0.6
-0.3 -0.3 0.1
0.0 -0.2 0.3

Computed properties:
- orbital gap (spin up / spin down) (eV) = 9.70 / 7.48
- E_LUMO (spin up / spin down) (eV) = -9.19 / -12.22
- total charge = +3
- relative energy (zero: lowest compared OMol25 entry of this formula, charge and spin) (kJ/mol) = 87.1
- total energy (a.u.) = -3120.3134
- multiplicity = 5
- HOMO energy (spin up / spin down) (eV) = -18.89 / -19.70



(2)
Here is a structure of composition C18H26CuN5O3SSeTe from the Open Molecules 2025 dataset. Energies are from wB97M-V/def2-TZVPD.

CARTESIAN COORDINATES (ANGSTROEM)
Cu: 2.76380 -0.39000 -1.81200
N: 3.48798 -2.14157 -0.99007
C: 4.49792 -1.78548 0.02833
C: 4.99705 -0.34336 -0.11663
O: 5.90698 0.05461 0.61098
N: 4.31778 0.34412 -1.02845
C: 4.45052 1.77356 -1.15236
C: 3.19726 2.33532 -1.83985
O: 3.08593 3.53671 -2.02445
O: 2.28965 1.45772 -2.16327
H: 2.74729 -2.70733 -0.57306
H: 3.89991 -2.67807 -1.74455
H: 5.35105 -2.46429 0.01989
H: 4.02964 -1.85928 1.01113
H: 5.32718 2.07120 -1.73572
H: 4.54568 2.25647 -0.17548
Se: -0.33794 -2.80859 -4.70688
C: 0.68745 -1.86322 -3.59177
N: 1.32511 -1.25857 -2.82664
C: -3.66330 -1.68707 2.02378
C: -2.17880 -1.42293 1.84731
N: -1.40924 -2.64332 1.58115
C: -0.38110 -2.67503 0.67196
S: 1.08960 -3.37217 1.12482
N: -0.58895 -2.18650 -0.54340
C: -1.85983 -1.90831 -1.20403
C: -1.99049 -0.45647 -1.63156
H: -4.18052 -0.75411 2.25291
H: -3.83679 -2.39010 2.84063
H: -4.10357 -2.11144 1.12072
H: -1.78235 -0.95833 2.75597
H: -1.99954 -0.70953 1.04806
H: -1.11238 -3.11877 2.42005
H: 0.22025 -2.14883 -1.14804
H: -2.66541 -2.20586 -0.53590
H: -1.90857 -2.55203 -2.08502
H: -1.93041 0.21801 -0.77701
H: -2.95121 -0.30244 -2.12594
H: -1.19696 -0.19111 -2.33020
C: -0.11425 1.61905 2.35360
Te: 1.25547 1.20822 0.75170
C: -0.00877 2.52435 -0.35797
C: -1.32324 2.54593 0.37256
C: -2.48823 2.99080 -0.24654
C: -3.70335 2.96128 0.42032
C: -3.76451 2.49040 1.72462
C: -2.60691 2.05893 2.35418
C: -1.38378 2.08141 1.69004
H: 0.30382 2.40134 2.98760
H: -0.27033 0.73218 2.96625
H: -0.09006 2.14223 -1.37257
H: 0.45896 3.50691 -0.40972
H: -2.44012 3.34159 -1.27078
H: -4.60355 3.29514 -0.08051
H: -4.71220 2.45603 2.24817
H: -2.64960 1.69058 3.37365

Cartesian forces (eV/Å) of the 3 atoms listed first:
-0.1 0.0 0.0
0.1 0.0 0.0
0.0 0.0 0.0

Computed properties:
- orbital gap (spin up / spin down) (eV) = 7.65 / 7.64
- E_LUMO (spin up / spin down) (eV) = 2.24 / 2.24
- total charge = -1
- relative energy (zero: lowest compared OMol25 entry of this formula, charge and spin) (kJ/mol) = 0.0
- total energy (a.u.) = -5909.2982
- multiplicity = 2
- HOMO energy (spin up / spin down) (eV) = -5.40 / -5.40



(3)
Here is the ion C18H26F3N6O with charge +1 in a non-equilibrium geometry from the Open Molecules 2025 dataset. Energies are from wB97M-V/def2-TZVPD.

CARTESIAN COORDINATES (ANGSTROEM)
C: 2.29011 3.30135 0.82322
H: 3.08503 3.18068 0.09177
H: 2.60057 4.06998 1.52512
C: 2.02923 2.00280 1.58199
H: 2.91593 1.75688 2.17050
H: 1.21133 2.13146 2.29158
C: 1.75199 0.79090 0.67571
C: 2.92311 0.56032 -0.21710
N: 2.94853 1.03033 -1.45043
N: 4.12006 0.68395 -1.96074
N: 4.80241 0.03769 -1.12433
N: 4.09758 -0.06913 0.00874
C: 4.61291 -0.81589 1.12313
C: 3.54935 -1.77941 1.70210
H: 2.98783 -1.28813 2.50184
H: 4.05943 -2.64880 2.13147
O: 2.59357 -2.17299 0.74701
C: 3.03636 -3.18675 -0.14144
H: 3.82925 -2.82776 -0.80407
H: 2.17009 -3.47042 -0.73494
H: 3.39640 -4.05770 0.41123
H: 5.47541 -1.35976 0.73191
H: 4.96163 -0.13497 1.90427
N: 0.58677 0.98107 -0.24992
H: 0.93706 1.62418 -0.98102
C: -0.63433 1.54063 0.37101
H: -0.41059 2.48899 0.85551
H: -0.99316 0.82875 1.11843
C: -1.71621 1.76419 -0.70140
N: -2.03310 0.53729 -1.38264
C: -3.07002 -0.27870 -0.91916
C: -4.28349 0.30585 -0.55704
C: -5.33553 -0.47886 -0.11448
C: -5.22672 -1.85873 -0.04134
C: -4.03257 -2.44188 -0.42532
C: -2.96568 -1.66976 -0.84850
H: -2.05351 -2.17460 -1.12540
H: -3.92516 -3.51427 -0.38489
H: -6.05485 -2.45702 0.30065
C: -6.60075 0.23123 0.28526
F: -6.35539 1.14933 1.24411
F: -7.14441 0.90585 -0.74052
F: -7.54005 -0.58420 0.76344
H: -4.43418 1.37069 -0.63861
C: -0.85173 -0.02174 -1.98196
H: -0.46980 0.69374 -2.72025
H: -1.09557 -0.93903 -2.51518
C: 0.24013 -0.29104 -0.93804
H: 1.12853 -0.69396 -1.42253
H: -0.10756 -0.99934 -0.18301
H: -1.35964 2.49729 -1.43424
H: -2.59822 2.17462 -0.21401
H: 1.54557 -0.09282 1.28548
H: 1.40608 3.66761 0.30700

Cartesian forces (eV/Å) of the 3 atoms listed first:
0.1 -0.1 0.2
0.0 0.0 -0.1
0.0 0.1 0.0

Computed properties:
- orbital gap (eV) = 8.77
- E_LUMO (eV) = -2.47
- SMILES = CC[C@H](c1nnnn1CCOC)[NH+]1CCN(c2cccc(C(F)(F)F)c2)CC1
- total charge = +1
- relative energy (zero: lowest compared OMol25 entry of this formula, charge and spin) (kJ/mol) = 0.0
- total energy (a.u.) = -1404.6140
- HOMO energy (eV) = -11.24



(4)
Here is a structure of composition C18H26KN5O3 in a non-equilibrium geometry from the Open Molecules 2025 dataset. Energies are from wB97M-V/def2-TZVPD.

CARTESIAN COORDINATES (ANGSTROEM)
K: 3.90190 1.30317 2.10490
C: 0.98669 0.73027 0.17901
O: 1.20784 1.60759 1.24805
H: 1.77579 0.43362 -0.51195
H: 0.54574 -0.23624 0.42294
H: 0.29491 1.17792 -0.53453
C: 0.23968 0.60993 -4.08299
N: 1.10203 -0.39877 -4.79264
O: 0.76323 -1.57325 -4.84215
O: 2.24153 0.00245 -5.10763
H: -0.01155 -0.00561 -3.21922
H: -0.62765 0.76628 -4.72440
H: 0.87868 1.45782 -3.83630
N: -3.51382 -1.20706 -3.32795
C: -3.34408 -0.36862 -2.25969
C: -2.12481 -0.64799 -1.67567
C: -1.68197 -1.77832 -2.32265
C: -2.48714 -2.13692 -3.42121
H: -4.25926 -1.07446 -3.99641
H: -4.16478 0.31122 -2.08451
H: -1.77554 -0.22905 -0.74352
H: -0.82301 -2.39713 -2.10890
H: -2.41535 -2.83698 -4.24044
N: -2.21964 1.66423 0.91532
C: -3.32400 1.29153 1.66824
C: -4.36787 2.11791 1.28241
C: -3.74265 3.18131 0.70269
C: -2.57204 2.82009 0.23688
H: -1.39177 1.09821 0.79554
H: -3.31090 0.31874 2.13718
H: -5.37543 2.12581 1.67122
H: -4.15825 4.17164 0.58896
H: -1.87649 3.33326 -0.41063
N: -1.75748 -0.94772 5.28905
C: -0.52476 -0.74953 4.78470
C: -0.57097 -1.23330 3.53240
C: -1.82331 -1.77386 3.24243
C: -2.57009 -1.54265 4.33924
H: -2.04949 -0.56927 6.17878
H: 0.19604 -0.40357 5.51076
H: 0.36170 -1.37747 3.00730
H: -2.19494 -2.23789 2.34080
H: -3.58058 -1.76541 4.64859
N: 5.76251 -1.37033 0.48698
C: 6.79436 -0.58874 0.99654
C: 6.66714 0.61506 0.40841
C: 5.65355 0.57730 -0.55750
C: 5.10496 -0.65881 -0.55095
H: 5.65443 -2.35689 0.67433
H: 7.51102 -0.97237 1.70760
H: 7.33469 1.43807 0.61684
H: 5.43686 1.31709 -1.31392
H: 4.22432 -1.03230 -1.05234

Cartesian forces (eV/Å) of the 3 atoms listed first:
0.1 -0.1 -0.2
-0.1 0.4 -0.8
0.3 -1.4 -1.0

Computed properties:
- orbital gap (spin up / spin down) (eV) = 6.54 / 4.22
- E_LUMO (spin up / spin down) (eV) = -3.47 / -5.78
- total charge = +1
- total energy (a.u.) = -1800.4486
- multiplicity = 2
- HOMO energy (spin up / spin down) (eV) = -10.01 / -10.01



(5)
Here is an isolated molecule of C18H26N2O3 from the Open Molecules 2025 dataset. Energies are from wB97M-V/def2-TZVPD.

CARTESIAN COORDINATES (ANGSTROEM)
C: 3.91666 -2.98092 -4.83156
H: 4.56252 -2.10185 -4.92517
O: 3.68622 -3.31221 -3.48389
C: 3.06510 -2.40263 -2.68522
C: 2.87170 -2.79126 -1.35708
C: 2.25506 -1.94341 -0.46513
C: 1.81229 -0.68679 -0.86966
C: 1.99906 -0.30827 -2.18797
C: 2.62370 -1.14989 -3.09446
H: 2.75634 -0.81692 -4.11168
H: 1.65944 0.66211 -2.52180
C: 1.10141 0.20471 0.11502
N: -0.17570 -0.35514 0.49527
C: -0.40652 -0.96221 1.67984
O: 0.35398 -0.97560 2.62317
C: -1.79707 -1.58186 1.61132
H: -2.34641 -1.45197 2.54261
H: -1.67448 -2.65388 1.44098
C: -2.44934 -0.90701 0.40480
H: -3.13385 -1.56386 -0.13330
C: -3.22638 0.36962 0.74231
O: -4.23706 0.67489 0.14449
N: -2.67994 1.12391 1.71559
H: -1.80794 0.84500 2.13495
C: -3.15208 2.45267 2.03131
H: -3.18158 2.56968 3.11714
C: -2.27942 3.53663 1.39057
H: -2.69039 4.51147 1.65975
H: -2.35313 3.43220 0.30553
C: -0.80039 3.48437 1.79438
C: -0.60845 3.73415 3.28818
H: 0.45153 3.76095 3.52994
H: -1.04909 4.68728 3.57324
H: -1.06551 2.94897 3.88472
C: -0.01566 4.51762 0.98706
H: -0.12803 4.34136 -0.08079
H: -0.37418 5.52108 1.20617
H: 1.04281 4.47084 1.23279
H: -0.39968 2.49325 1.55382
H: -4.16862 2.52701 1.63852
C: -1.23862 -0.52420 -0.46631
H: -1.40254 0.40376 -1.02234
H: -0.99190 -1.31694 -1.18454
H: 1.68281 0.29528 1.03762
H: 0.94206 1.19977 -0.31462
H: 2.11275 -2.24942 0.56086
H: 3.22048 -3.76537 -1.05334
H: 2.97907 -2.80269 -5.36828
H: 4.41968 -3.84383 -5.26495

Cartesian forces (eV/Å) of the 3 atoms listed first:
0.0 0.1 -0.2
0.0 0.0 0.0
-0.1 0.0 0.3

Computed properties:
- orbital gap (eV) = 9.31
- E_LUMO (eV) = 0.66
- SMILES = COc1ccc(CN2C[C@H](C(=O)NCCC(C)C)CC2=O)cc1
- relative energy (zero: lowest compared OMol25 entry of this formula, charge and spin) (kJ/mol) = 85.5
- total energy (a.u.) = -1036.7690
- HOMO energy (eV) = -8.66



(6)
Here is an isolated molecule of C18H26N2O3 from the Open Molecules 2025 dataset. Energies are from wB97M-V/def2-TZVPD.

CARTESIAN COORDINATES (ANGSTROEM)
C: 1.43028 3.62829 -6.38725
H: 1.60272 4.55284 -5.82708
O: 0.21486 3.02107 -6.02125
C: 0.04577 2.62646 -4.73029
C: -1.18553 2.04149 -4.43006
C: -1.45870 1.60499 -3.15144
C: -0.51815 1.74688 -2.13835
C: 0.70581 2.32491 -2.44122
C: 0.99395 2.76367 -3.72142
H: 1.95544 3.21099 -3.91762
H: 1.44582 2.43493 -1.66185
C: -0.77902 1.23694 -0.74482
N: 0.00286 0.05127 -0.47093
C: 1.14059 0.06117 0.26042
O: 1.54537 0.99713 0.91378
C: 1.78073 -1.31311 0.13493
H: 2.13176 -1.67655 1.10024
H: 2.64773 -1.22078 -0.52239
C: 0.69096 -2.19279 -0.49041
H: 1.09908 -2.92546 -1.18771
C: -0.05294 -2.97830 0.59450
O: -0.05969 -4.19021 0.62573
N: -0.69784 -2.20141 1.48725
H: -0.59239 -1.20063 1.43610
C: -1.32148 -2.72362 2.68103
H: -1.40836 -3.80348 2.54146
C: -0.49495 -2.43419 3.93746
H: 0.45506 -2.96638 3.85208
H: -1.03022 -2.84443 4.79625
C: -0.20527 -0.94856 4.19083
C: 0.64951 -0.81006 5.44969
H: 0.90852 0.23194 5.62052
H: 0.10820 -1.17771 6.31916
H: 1.57128 -1.37916 5.35347
C: -1.48733 -0.13283 4.34223
H: -1.24504 0.89687 4.59450
H: -2.06737 -0.12287 3.42258
H: -2.10651 -0.54378 5.13722
H: 0.37060 -0.54323 3.35117
H: -2.32471 -2.29857 2.77388
C: -0.21802 -1.17696 -1.19930
H: -1.27399 -1.46040 -1.15579
H: 0.06193 -1.05588 -2.25386
H: -0.47662 1.98109 -0.00218
H: -1.84044 1.00069 -0.61462
H: -2.41669 1.15375 -2.93637
H: -1.91078 1.94047 -5.22165
H: 1.33495 3.86236 -7.44631
H: 2.27828 2.95117 -6.24229

Cartesian forces (eV/Å) of the 3 atoms listed first:
0.2 0.1 -0.1
0.0 0.0 0.0
-0.3 -0.1 0.1

Computed properties:
- orbital gap (eV) = 9.34
- E_LUMO (eV) = 0.68
- SMILES = COc1ccc(CN2C[C@H](C(=O)NCCC(C)C)CC2=O)cc1
- relative energy (zero: lowest compared OMol25 entry of this formula, charge and spin) (kJ/mol) = 86.6
- total energy (a.u.) = -1036.7686
- HOMO energy (eV) = -8.66